(1)
The following is a quantum chemistry calculation of a molecular structure, C31H34AsCl3N8O3SV in a non-equilibrium geometry, from the OMol25 dataset.

The geometry in ORCA input format:
```
! RIJCOSX wB97M-V def2-TZVPD def2/J DEFGRID3
* xyz 0 2
V 0.4008 0.9480 0.0596
Cl -3.8031 2.7041 -5.3356
C -2.6333 2.6241 -4.0698
C -2.4380 1.4327 -3.3863
C -1.5204 1.4044 -2.3569
Cl -1.2196 -0.0172 -1.4402
C -0.7591 2.5319 -1.9536
O 0.0624 2.4986 -0.9873
C -1.0051 3.7091 -2.7083
Cl -0.1248 5.1211 -2.2636
C -1.9148 3.7639 -3.7402
H -2.9963 0.5491 -3.6470
H -2.0659 4.6865 -4.2749
O 0.8649 -0.6825 0.8626
N 1.9896 -1.1908 0.4515
N 2.4531 -0.5804 -0.5746
O 1.8160 0.4102 -1.1113
C 3.6864 -0.9415 -1.1125
C 4.0874 -0.3267 -2.2961
C 5.3386 -0.5976 -2.8118
C 6.1921 -1.4702 -2.1530
C 5.7734 -2.1031 -0.9911
C 4.5221 -1.8475 -0.4627
H 3.4030 0.3478 -2.7868
H 5.6519 -0.1257 -3.7305
H 7.1817 -1.6594 -2.5454
H 6.4339 -2.7972 -0.4921
H 4.1826 -2.3209 0.4439
N -1.4703 2.8934 3.0411
C -2.6413 2.5373 2.4179
C -2.3034 1.7518 1.3565
N -0.9543 1.6024 1.3106
C -0.4518 2.3106 2.3338
C 0.9485 2.4231 2.3515
N 1.5706 1.8615 1.3041
C 2.8950 2.1101 1.4422
C 3.1038 2.8237 2.5849
N 1.8715 3.0225 3.1633
H -1.3933 3.4617 3.8654
H -3.5950 2.8718 2.7726
H -2.9431 1.2857 0.6278
H 3.6060 1.7649 0.7121
H 4.0017 3.2059 3.0238
H 1.6947 3.5036 4.0284
C -3.1906 -2.5745 2.4459
As -1.5737 -1.7275 1.6483
C -0.4050 -2.2954 3.1293
C -1.1698 -3.1632 0.2937
C -1.1632 -4.5375 0.8371
C -2.3292 -5.3025 0.8351
C -2.3538 -6.5717 1.3824
C -1.2067 -7.1083 1.9436
C -0.0343 -6.3708 1.9283
C -0.0105 -5.0999 1.3828
H -3.0200 -3.6206 2.6858
H -4.0464 -2.5041 1.7779
H -3.4442 -2.0496 3.3664
H -0.4930 -3.3655 3.3145
H -0.7013 -1.7638 4.0359
H 0.6283 -2.0445 2.9000
H -0.2049 -2.9030 -0.1442
H -1.9427 -3.0590 -0.4754
H -3.2261 -4.8902 0.3888
H -3.2675 -7.1508 1.3683
H -1.2169 -8.1030 2.3674
H 0.8741 -6.7877 2.3406
H 0.9108 -4.5335 1.3655
C 1.4816 -5.0217 -2.1578
N 0.3625 -4.6053 -2.9516
C -0.4251 -5.5683 -3.6968
C -1.3636 -4.6784 -4.5263
N -0.6811 -3.4038 -4.4767
C 0.2416 -3.3655 -3.4817
S 1.0715 -2.0265 -3.0214
H 1.1658 -5.7827 -1.4421
H 1.8517 -4.1475 -1.6229
H 2.2920 -5.4177 -2.7824
H -0.9658 -6.2317 -3.0163
H 0.2258 -6.1775 -4.3387
H -2.3589 -4.6115 -4.0690
H -1.4741 -5.0171 -5.5604
H -1.1035 -2.5511 -4.8048
*
```

Computed properties:
<S²>: 0.811
HOMO level (spin up / spin down), eV: -5.430 / -5.218
Relative energy (zero: lowest compared OMol25 entry of this formula, charge and spin), kcal per mole: 27.4


(2)
The following is a quantum chemistry calculation of a molecular structure, C41H34N5O2PY in a non-equilibrium geometry, from the OMol25 dataset.

The geometry in ORCA input format:
```
! RIJCOSX wB97M-V def2-TZVPD def2/J DEFGRID3
* xyz 1 1
Y -0.8433 0.6910 0.0562
C -3.0212 3.6028 -0.4175
N -3.1110 2.1971 -0.8397
C -3.1755 2.0174 -2.2923
C -1.7894 1.9310 -2.8497
N -0.7145 1.9183 -2.1044
C 0.3597 1.8080 -2.9902
C 1.7287 1.7503 -2.7455
C 2.5623 1.6076 -3.8350
C 2.0577 1.5264 -5.1402
C 0.7035 1.5876 -5.3991
C -0.1309 1.7331 -4.2979
N -1.5084 1.8206 -4.1694
C -1.9177 3.8233 0.5727
N -0.8530 3.0700 0.6649
C -0.0702 3.6259 1.6743
C 1.1566 3.2177 2.1885
C 1.6917 3.9623 3.2183
C 1.0294 5.0892 3.7259
C -0.1831 5.5103 3.2187
C -0.7187 4.7565 2.1824
N -1.8946 4.8503 1.4547
H -3.9632 3.9534 0.0109
H -2.8090 4.2277 -1.2888
H -3.9251 1.7692 -0.4192
H -3.7214 2.8345 -2.7765
H -3.7009 1.0870 -2.5161
H 2.1141 1.7939 -1.7356
H 3.6321 1.5528 -3.6838
H 2.7479 1.4094 -5.9647
H 0.3099 1.5317 -6.4055
H -2.1741 1.7608 -4.9204
H 1.6581 2.3414 1.7964
H 2.6389 3.6709 3.6516
H 1.4844 5.6389 4.5387
H -0.6902 6.3810 3.6138
H -2.6020 5.5549 1.5748
C -2.2731 -4.5838 0.7398
C -2.4074 -3.7271 1.8223
C -1.4458 -2.7586 2.0767
C -0.3397 -2.6234 1.2378
C -0.2118 -3.4986 0.1564
C -1.1629 -4.4766 -0.0845
P 0.9218 -1.2945 1.4263
C 2.3937 -2.1936 2.0199
C 3.5301 -1.4191 2.2645
C 4.7032 -2.0111 2.7017
C 4.7581 -3.3872 2.8740
C 3.6406 -4.1648 2.6135
C 2.4585 -3.5725 2.1890
C 0.2349 -0.3453 2.8220
C 0.6219 -0.4401 4.1520
C -0.0472 0.3140 5.1066
C -1.0979 1.1309 4.7142
C -1.4642 1.2159 3.3752
C -0.8064 0.4997 2.3656
H -3.0312 -5.3300 0.5404
H -3.2652 -3.8099 2.4774
H -1.5626 -2.1216 2.9418
H 0.6470 -3.4209 -0.5008
H -1.0363 -5.1537 -0.9202
H 3.4869 -0.3454 2.1143
H 5.5765 -1.4015 2.8941
H 5.6748 -3.8550 3.2089
H 3.6809 -5.2389 2.7387
H 1.5878 -4.1861 2.0060
H 1.4340 -1.0999 4.4380
H 0.2391 0.2558 6.1489
H -1.6319 1.7163 5.4540
H -2.2853 1.8866 3.1232
O -1.7899 -0.8895 -1.3430
C -0.6215 -1.1592 -1.7726
O 0.3805 -0.5347 -1.3127
C -0.4151 -2.1682 -2.8386
C -1.4955 -2.6624 -3.5614
C -1.2807 -3.5836 -4.5730
C 0.0076 -4.0140 -4.8600
C 1.0881 -3.5133 -4.1443
C 0.8798 -2.5863 -3.1379
H -2.4912 -2.3211 -3.3084
H -2.1150 -3.9690 -5.1448
H 0.1707 -4.7478 -5.6386
H 2.0943 -3.8345 -4.3798
H 1.7094 -2.1806 -2.5739
*
```

Computed properties:
HOMO level, eV: -9.963
Relative energy (zero: lowest compared OMol25 entry of this formula, charge and spin), kcal per mole: 17.6


(3)
The following is a quantum chemistry calculation of a gas-phase ion, C2H8NS2 (charge +1) in a non-equilibrium geometry, from the OMol25 dataset.

The geometry in ORCA input format:
```
! RIJCOSX wB97M-V def2-TZVPD def2/J DEFGRID3
* xyz 1 1
N 0.8761 0.4788 -1.0410
C 1.0652 0.2848 0.4462
C 0.0297 -0.6526 0.9533
S -1.5673 0.1989 1.0667
S -2.5313 -0.7290 -0.5705
H 1.2602 -0.3165 -1.5530
H 1.2534 1.3438 -1.4316
H -0.1397 0.4827 -1.2021
H 0.9771 1.2438 0.9325
H 2.0911 -0.0520 0.6304
H -0.1519 -1.5085 0.3012
H 0.3356 -0.9665 1.9491
H -3.4983 0.1923 -0.4811
*
```

Computed properties:
SMILES: [NH3+]CCSS
HOMO level, eV: -12.423
Relative energy (zero: lowest compared OMol25 entry of this formula, charge and spin), kcal per mole: 2.6


(4)
The following is a quantum chemistry calculation of 4 unconnected molecules or ions with the total composition C10H19O3S2 in a non-equilibrium geometry, from the OMol25 dataset.

The geometry in ORCA input format:
```
! RIJCOSX wB97M-V def2-TZVPD def2/J DEFGRID3
* xyz -1 1
O -0.0263 0.7748 1.2076
H 0.0066 -0.0462 0.9370
C -3.6000 0.2251 1.4788
S -2.4515 -0.3568 2.6412
O -3.2133 -0.4866 4.0083
C -2.4600 -2.1331 2.1714
H -4.5059 -0.3639 1.5753
H -2.9277 0.4145 0.5162
H -3.9930 1.3266 1.5986
H -2.0214 -2.2464 1.1530
H -3.3865 -2.6723 2.1035
H -1.6403 -2.2840 2.9174
C -0.9182 3.3678 -1.5575
S -1.4708 1.6891 -1.1948
O -2.9368 1.4940 -1.6486
C -0.6361 0.9288 -2.4848
H -1.0438 3.7628 -2.5279
H 0.2685 3.5501 -1.4513
H -1.4944 4.0927 -0.9496
H -0.7645 1.4596 -3.4809
H -1.2480 0.0646 -2.8340
H 0.3662 0.6959 -2.0678
C 3.1783 -1.5735 -1.5976
C 4.6319 -1.1105 -0.8930
C 4.6236 -0.8222 0.4252
C 3.3660 -0.6900 1.2025
C 2.1702 -0.9461 0.5517
C 2.0713 -1.6300 -0.8204
H 3.2976 -1.9793 -2.6029
H 5.5359 -1.1470 -1.3232
H 5.4841 -0.3566 0.8362
H 3.3406 -0.4444 2.3736
H 1.1414 -0.6893 1.0610
H 1.2563 -1.8682 -1.3244
*
```

Computed properties:
HOMO level, eV: -3.479
Relative energy (zero: lowest compared OMol25 entry of this formula, charge and spin), kcal per mole: 47.7


(5)
The following is a quantum chemistry calculation of C4H4ClNO in the gas phase in a non-equilibrium geometry, from the OMol25 dataset.

The geometry in ORCA input format:
```
! RIJCOSX wB97M-V def2-TZVPD def2/J DEFGRID3
* xyz 0 1
O -0.0232 1.9948 -0.2387
C -0.4558 0.7853 0.0677
C -1.8072 0.4796 0.2615
N -1.8611 -0.9093 -0.0179
C -0.5030 -1.3901 -0.0562
C 0.3373 -0.3736 -0.0242
Cl 1.9009 -0.3300 0.0392
H 0.8611 1.9484 0.5122
H -2.6530 1.1231 0.0169
H -2.6810 -1.5870 -0.3503
H -0.0582 -2.4740 -0.3026
*
```

Computed properties:
SMILES: Oc1c[nH]cc1Cl
HOMO level, eV: -8.098
Relative energy (zero: lowest compared OMol25 entry of this formula, charge and spin), kcal per mole: 62.6


(6)
The following is a quantum chemistry calculation of a molecular structure, C49H38Cl3N4O2PS5Sc, from the OMol25 dataset.

The geometry in ORCA input format:
```
! RIJCOSX wB97M-V def2-TZVPD def2/J DEFGRID3
* xyz 1 1
Sc 0.5679 -0.1746 0.3383
N -2.6459 -3.2498 -0.1361
C -3.7965 -3.0203 0.6595
C -4.8152 -3.9536 0.6672
C -5.9511 -3.7377 1.4375
C -6.0672 -2.5802 2.1867
C -5.0395 -1.6447 2.1769
C -3.8988 -1.8678 1.4239
S -2.6070 -0.6780 1.4907
N -1.4568 -1.2961 0.3867
C -1.5887 -2.4152 -0.2297
C -0.4469 -2.8356 -1.1088
C -0.3880 -4.0616 -1.7448
C 0.7521 -4.3854 -2.4692
C 1.7930 -3.4797 -2.5243
C 1.6449 -2.2652 -1.8747
N 0.5452 -1.9463 -1.2018
H -2.6436 -4.0912 -0.6826
H -4.7237 -4.8545 0.0717
H -6.7381 -4.4787 1.4487
H -6.9506 -2.4002 2.7831
H -5.1231 -0.7384 2.7648
H -1.1928 -4.7802 -1.6908
H 0.8213 -5.3410 -2.9709
H 2.7068 -3.6966 -3.0587
H 2.4246 -1.5158 -1.9012
O 1.6614 -1.8261 1.0011
N 2.1306 -2.1393 2.2032
C 3.0236 -3.1537 2.2723
C 3.5267 -3.5466 3.4769
C 3.0951 -2.8786 4.6319
C 2.2127 -1.8380 4.5278
C 1.7239 -1.4278 3.2726
S 0.6705 -0.1123 3.0181
H 3.2792 -3.5897 1.3193
H 4.2408 -4.3549 3.5168
H 3.4607 -3.1822 5.6033
H 1.8676 -1.2969 5.3964
Cl -0.5874 2.1036 1.6175
C -1.7641 3.2229 0.9436
C -2.0904 4.2922 1.7656
C -3.0167 5.2151 1.3151
C -3.6082 5.0545 0.0671
C -3.2706 3.9713 -0.7220
C -2.3301 3.0265 -0.3024
P -1.8314 1.6298 -1.3847
C -1.3892 2.6036 -2.8734
C -2.2883 2.9874 -3.8664
C -1.8550 3.7360 -4.9522
C -0.5224 4.1137 -5.0540
C 0.3762 3.7438 -4.0631
C -0.0561 2.9907 -2.9822
C -3.4801 0.9084 -1.7707
C -3.7473 0.2702 -2.9823
C -4.9454 -0.3990 -3.1891
C -5.8988 -0.4531 -2.1829
C -5.6569 0.1942 -0.9798
C -4.4637 0.8726 -0.7802
H -1.6302 4.3875 2.7389
H -3.2826 6.0547 1.9430
H -4.3326 5.7748 -0.2879
H -3.7468 3.8454 -1.6861
H -3.3305 2.7017 -3.8054
H -2.5629 4.0300 -5.7164
H -0.1878 4.6950 -5.9033
H 1.4163 4.0361 -4.1251
H 0.6537 2.6884 -2.2211
H -3.0209 0.2934 -3.7812
H -5.1310 -0.8754 -4.1429
H -6.8299 -0.9814 -2.3407
H -6.4000 0.1760 -0.1929
H -4.3038 1.3881 0.1581
Cl -0.4909 -0.4769 -3.6058
C -0.4069 -0.5703 -5.3682
Cl -1.1409 -2.0509 -5.9921
H 0.6397 -0.5575 -5.6516
H -0.9369 0.2829 -5.7779
O 1.8402 0.9498 -0.4518
C 3.0783 1.5567 -0.7381
C 3.6934 1.0106 -2.0139
C 5.0131 0.7681 -2.2566
C 5.2670 0.3467 -3.5921
C 4.1297 0.2869 -4.3363
S 2.7568 0.7450 -3.4297
C 4.0552 1.3519 0.4081
C 4.8448 2.2920 1.0009
C 5.7453 1.7434 1.9581
C 5.6263 0.3931 2.0592
S 4.4295 -0.2140 1.0053
C 2.8712 3.0546 -0.9304
C 3.4360 3.8649 -1.8702
C 3.0328 5.2255 -1.7460
C 2.1684 5.4119 -0.7132
S 1.8466 3.9534 0.1148
H 5.7820 0.8976 -1.5085
H 6.2481 0.1044 -3.9725
H 4.0258 -0.0022 -5.3697
H 4.7926 3.3432 0.7584
H 6.4438 2.3300 2.5355
H 6.1721 -0.2788 2.7015
H 4.1254 3.5061 -2.6211
H 3.3686 6.0180 -2.3984
H 1.7028 6.3293 -0.3918
*
```

Computed properties:
HOMO level, eV: -9.943
Relative energy (zero: lowest compared OMol25 entry of this formula, charge and spin), kcal per mole: 5.2


(7)
The following is a quantum chemistry calculation of 3 unconnected molecules or ions with the total composition C28H59F3O13P2S2 in a non-equilibrium geometry, from the OMol25 dataset.

The geometry in ORCA input format:
```
! RIJCOSX wB97M-V def2-TZVPD def2/J DEFGRID3
* xyz 0 1
C 4.2433 -1.8133 1.4290
O 3.1157 -2.7549 1.2878
C 1.8386 -2.0455 1.0988
C 0.5983 -2.9808 0.5704
C 0.5501 -4.4910 1.2067
C 0.1867 -5.5254 -0.0197
C -0.5129 -6.8721 0.6032
C -2.1428 -6.8953 0.3728
C -2.8410 -6.7456 1.8485
C -4.0645 -5.6571 1.9296
C -3.6768 -4.1726 1.2643
C -4.1490 -3.0552 2.3657
C -4.2000 -1.4985 1.7552
C -3.6797 -1.4107 0.2074
C -3.5672 0.1113 -0.4102
S -3.0027 -0.1488 -2.2209
O -2.5142 0.9436 0.1911
C -2.9596 1.6452 1.4001
O -2.2517 1.4251 2.5425
S -5.2422 0.9896 -0.5735
O -6.0532 0.1844 -1.6304
O -6.0517 1.0523 0.7413
C -5.0722 2.7443 -1.2411
F -6.1442 2.9947 -2.2735
F -5.3535 3.7000 -0.1322
F -3.7146 3.0354 -1.7582
H 4.5544 -1.6415 2.5599
H 4.0654 -0.7660 0.9208
H 5.1936 -2.3189 0.9179
H 2.0204 -1.2272 0.2528
H 1.5220 -1.4657 2.0734
H -0.4093 -2.4171 0.8418
H 0.6011 -3.0873 -0.6015
H -0.2485 -4.6209 2.0663
H 1.5880 -4.8528 1.6712
H -0.4864 -4.9886 -0.8143
H 1.2207 -5.8473 -0.5171
H -0.0818 -7.8243 0.0655
H -0.1920 -6.9263 1.7440
H -2.4796 -7.9451 -0.0773
H -2.5103 -6.0871 -0.3966
H -2.0918 -6.4929 2.7214
H -3.3046 -7.8083 2.1163
H -5.0620 -5.9943 1.4024
H -4.3192 -5.4946 3.0631
H -4.2517 -4.1386 0.2410
H -2.5036 -4.1122 1.1596
H -5.2503 -3.3553 2.6981
H -3.4987 -3.0699 3.3581
H -5.3221 -1.1549 1.9206
H -3.4582 -0.8862 2.4612
H -2.5856 -1.8782 0.1128
H -4.4106 -2.0306 -0.4761
H -3.2693 -1.5125 -2.5162
H -3.8233 2.4295 1.4866
C -8.4392 7.0493 -5.9119
C -7.6406 6.9718 -7.1963
O -6.3145 7.4329 -7.0095
P -5.2492 6.4914 -6.1578
O -5.1861 5.3681 -7.2215
O -3.8571 7.2606 -6.6509
C -2.8550 6.5585 -7.3665
C -3.0707 6.6807 -8.8648
O -5.3197 7.7464 -4.9692
C -5.7221 7.3829 -3.6587
C -5.0997 6.0899 -3.1684
H -8.0837 6.3031 -5.1952
H -9.4998 6.8574 -6.0986
H -8.3346 8.0338 -5.4442
H -7.6403 5.9538 -7.5950
H -8.1031 7.6184 -7.9479
H -2.8120 5.5102 -7.0454
H -1.8892 7.0012 -7.1052
H -4.0970 6.4425 -9.1575
H -2.3911 6.0187 -9.4097
H -2.8886 7.7092 -9.1919
H -6.8120 7.3218 -3.6190
H -5.4244 8.2000 -2.9939
H -5.4326 5.2360 -3.7662
H -5.3808 5.9013 -2.1284
H -4.0067 6.1315 -3.2387
C 10.0749 1.5936 3.4526
C 9.7862 0.3774 2.5978
O 10.1529 -0.8195 3.2605
P 9.2278 -1.3513 4.5287
O 7.9902 -1.6829 3.6595
O 9.8172 -2.9080 4.5730
C 8.9574 -4.0154 4.3640
C 8.9270 -4.4106 2.8979
O 10.6107 -0.9807 5.5000
C 10.4326 -0.0632 6.5667
C 9.1558 -0.2866 7.3538
H 9.3874 1.6354 4.3026
H 9.9525 2.5150 2.8758
H 11.0938 1.5588 3.8522
H 8.7331 0.3468 2.3053
H 10.3800 0.4321 1.6806
H 7.9522 -3.8037 4.7496
H 9.3444 -4.8517 4.9536
H 8.7439 -3.5559 2.2409
H 8.1531 -5.1620 2.7149
H 9.8931 -4.8281 2.5972
H 10.4678 0.9564 6.1764
H 11.2918 -0.1784 7.2350
H 8.2707 -0.1090 6.7356
H 9.1102 0.3944 8.2085
H 9.0977 -1.3184 7.7188
*
```

Computed properties:
SMILES: COCCCCCCCCCCCC[C@](S)(OC=O)S(=O)(=O)C(F)(F)F.CCOP(=O)(OCC)OCC.CCOP(=O)(OCC)OCC
HOMO level, eV: -9.689


(8)
The following is a quantum chemistry calculation of H2N2O5S in the gas phase in a non-equilibrium geometry, from the OMol25 dataset.

The geometry in ORCA input format:
```
! RIJCOSX wB97M-V def2-TZVPD def2/J DEFGRID3
* xyz 0 1
N -0.8193 -1.2521 0.4657
N 0.1302 -0.4936 0.4783
O 0.5069 1.9311 0.4436
O -0.6986 0.9784 -1.3528
O 1.6992 0.8528 -1.4909
O -1.5833 -1.1898 -0.5859
O 0.9120 -0.4591 1.5839
S 0.5285 1.0571 -0.7034
H -1.1769 -0.5110 -1.1546
H 0.5013 -0.9138 2.3160
*
```

Computed properties:
HOMO level, eV: -11.432
Relative energy (zero: lowest compared OMol25 entry of this formula, charge and spin), kcal per mole: 40.4


| no. | electronic energy (eV) |
| --- | --- |
| 1 | -185689.32891 |
| 2 | -64946.50730 |
| 3 | -25357.42563 |
| 4 | -38483.89851 |
| 5 | -20269.80235 |
| 6 | -183217.34180 |
| 7 | -104995.69570 |
| 8 | -24080.30183 |